No. 1
Formula: C4H8N2O
Source: OMol25
Level of theory: ωB97M-V with the def2-TZVPD basis set

ΔE to the lowest compared entry with this formula, charge and spin: 36.4 kcal per mole
net charge: 0
E_HOMO: -10.090 eV
calculated total energy: -341.9456 hartree
largest force on an atom: 1.11 eV/Å
gap between HOMO and LUMO: 10.83 eV

Geometry as XYZ:
```
15
Properties=species:S:1:pos:R:3:forces:R:3
N -1.32719 2.49880 -0.29985 0.12 -1.07 0.26
C -1.17356 1.39338 0.00487 -0.06 0.95 -0.28
C -0.88595 -0.01110 0.38309 0.11 0.08 0.08
N -2.11526 -0.78907 0.42107 0.01 -0.22 -0.06
C 0.21370 -0.57778 -0.53023 0.02 -0.07 -0.05
C 1.52588 0.18185 -0.41282 -0.14 -0.02 -0.38
O 1.87730 0.22406 0.95910 0.21 0.18 0.14
H -0.47621 0.03580 1.39596 -0.07 0.02 -0.09
H -2.28174 -1.24796 -0.47035 -0.05 0.11 0.14
H -2.05097 -1.50658 1.13479 -0.02 0.08 -0.15
H -0.12269 -0.55986 -1.57506 0.04 -0.01 0.15
H 0.36514 -1.62598 -0.24705 -0.01 0.13 0.01
H 1.40382 1.19308 -0.82557 0.02 -0.11 0.12
H 2.30076 -0.33243 -0.99941 -0.11 0.08 0.07
H 2.49679 0.94917 1.09578 -0.06 -0.14 0.03
```
Positions in Å, forces in eV/Å.

=====

No. 2
Formula: C4H8N2O
Source: OMol25
Level of theory: ωB97M-V with the def2-TZVPD basis set

ΔE to the lowest compared entry with this formula, charge and spin: 33.1 kcal per mole
net charge: 0
E_HOMO: -9.579 eV
calculated total energy: -341.9509 hartree
largest force on an atom: 0.50 eV/Å
gap between HOMO and LUMO: 10.47 eV

Geometry as XYZ:
```
15
Properties=species:S:1:pos:R:3:forces:R:3
C 1.56842 0.20394 0.67857 0.00 -0.04 0.05
C 0.23523 -0.04128 0.00383 0.13 0.10 0.10
C -0.86241 0.92632 0.41116 -0.06 0.06 0.09
N -1.78414 1.25379 -0.53546 -0.01 0.05 0.09
O -0.92147 1.33611 1.55810 0.02 -0.06 -0.49
C 0.23430 -0.83087 -1.25505 0.02 0.08 -0.27
N -0.30887 -1.40310 -0.03302 0.03 -0.24 0.17
H 2.18857 -0.69727 0.61003 -0.08 0.12 0.01
H 2.12093 1.02267 0.20326 -0.18 -0.09 0.05
H 1.41593 0.45739 1.72991 0.01 -0.06 -0.12
H -1.77151 0.86387 -1.46277 0.03 0.00 0.22
H -2.62031 1.72214 -0.21995 0.14 -0.03 -0.07
H -0.48101 -0.67514 -2.06247 0.08 -0.01 0.20
H 1.20896 -1.17122 -1.60474 -0.15 0.10 0.09
H 0.33342 -2.05259 0.41169 -0.01 0.02 -0.12
```
Positions in Å, forces in eV/Å.

=====

What did the second record say?
Formula: C4H8N2O
Source: OMol25
Level of theory: ωB97M-V with the def2-TZVPD basis set

ΔE to the lowest compared entry with this formula, charge and spin: 33.1 kcal per mole
net charge: 0
E_HOMO: -9.579 eV
calculated total energy: -341.9509 hartree
largest force on an atom: 0.50 eV/Å
gap between HOMO and LUMO: 10.47 eV

Geometry as XYZ:
```
15
Properties=species:S:1:pos:R:3:forces:R:3
C 1.56842 0.20394 0.67857 0.00 -0.04 0.05
C 0.23523 -0.04128 0.00383 0.13 0.10 0.10
C -0.86241 0.92632 0.41116 -0.06 0.06 0.09
N -1.78414 1.25379 -0.53546 -0.01 0.05 0.09
O -0.92147 1.33611 1.55810 0.02 -0.06 -0.49
C 0.23430 -0.83087 -1.25505 0.02 0.08 -0.27
N -0.30887 -1.40310 -0.03302 0.03 -0.24 0.17
H 2.18857 -0.69727 0.61003 -0.08 0.12 0.01
H 2.12093 1.02267 0.20326 -0.18 -0.09 0.05
H 1.41593 0.45739 1.72991 0.01 -0.06 -0.12
H -1.77151 0.86387 -1.46277 0.03 0.00 0.22
H -2.62031 1.72214 -0.21995 0.14 -0.03 -0.07
H -0.48101 -0.67514 -2.06247 0.08 -0.01 0.20
H 1.20896 -1.17122 -1.60474 -0.15 0.10 0.09
H 0.33342 -2.05259 0.41169 -0.01 0.02 -0.12
```
Positions in Å, forces in eV/Å.

=====

Among the records above, which one has the lowest largest force on an atom? number 2

=====

What is the formula in the second record? C4H8N2O